An isolated ion of composition C33H35O3Si and charge +1 in a non-equilibrium geometry, computed with ωB97M-V with the def2-TZVPD basis set.

Cartesian coordinates (Å):
C: 6.2475 3.4520 -2.6314
O: 5.9366 2.0643 -2.3782
C: 4.6530 1.6178 -2.3546
C: 4.4669 0.2703 -1.9725
C: 3.2035 -0.1777 -1.6696
C: 2.0787 0.6628 -1.6961
C: 0.7392 0.1621 -1.0919
C: -0.4752 0.9939 -1.5347
C: -1.5622 0.3443 -2.1064
C: -2.7333 1.0602 -2.3330
C: -2.7764 2.4314 -1.9924
O: -4.0315 2.9664 -2.0346
C: -4.9324 1.9128 -2.5425
C: -4.1089 0.6297 -2.7202
C: -1.6559 3.1219 -1.5218
C: -0.5178 2.3741 -1.2621
C: 2.2508 1.8852 -2.3637
C: 3.5115 2.3919 -2.6640
H: 7.3307 3.4945 -2.4954
H: 5.9881 3.7310 -3.6626
H: 5.7489 4.1212 -1.9144
H: 5.3473 -0.3679 -1.8768
H: 3.1054 -1.2222 -1.3795
H: 0.5868 -0.8394 -1.5140
H: -1.5148 -0.7223 -2.3624
H: -5.7472 1.8000 -1.8155
H: -5.3451 2.2711 -3.4949
H: -4.1503 0.2825 -3.7605
H: -4.4824 -0.1797 -2.0767
H: -1.7110 4.1932 -1.3520
H: 0.3673 2.8626 -0.8573
H: 1.3824 2.4779 -2.6465
H: 3.6114 3.3753 -3.1255
C: -4.0063 1.4263 1.5960
Si: -2.9006 0.1253 2.3199
C: -2.2188 0.5747 3.9849
C: -3.7913 -1.5058 2.3291
O: -1.5155 0.1732 1.2544
C: -0.5408 -0.6341 0.9126
C: 0.7267 0.0306 0.4127
C: 1.8975 -0.7271 1.0229
C: 2.2080 -2.0101 0.5778
C: 3.3510 -2.6501 1.0743
C: 4.1255 -2.0216 2.0511
C: 3.7416 -0.7802 2.5714
C: 2.6283 -0.1249 2.0428
C: -0.7123 -2.0535 1.1102
C: -0.2427 -2.6784 2.2930
C: -0.4753 -4.0332 2.4884
C: -1.1820 -4.7710 1.5344
C: -1.6845 -4.1481 0.3898
C: -1.4687 -2.7924 0.1702
H: -4.9429 1.4678 2.1715
H: -3.5350 2.4159 1.6333
H: -4.2624 1.2200 0.5498
H: -3.0297 0.5675 4.7280
H: -1.4439 -0.1307 4.3117
H: -1.7796 1.5810 3.9596
H: -4.7063 -1.3692 2.9287
H: -4.0959 -1.8124 1.3208
H: -3.2121 -2.3200 2.7796
H: 0.7598 1.0280 0.8717
H: 1.5814 -2.4947 -0.1814
H: 3.6176 -3.6389 0.6878
H: 5.0134 -2.5200 2.4373
H: 4.2902 -0.3055 3.3850
H: 2.3058 0.8599 2.4047
H: 0.2982 -2.0705 3.0213
H: -0.1098 -4.5088 3.3998
H: -1.3448 -5.8425 1.6851
H: -2.2672 -4.7092 -0.3416
H: -1.8883 -2.2585 -0.6844

- charge = +1
- max |F| (Eh/bohr) = 0.06577
- HOMO-LUMO gap (eV) = 6.13

Atom charges from the Löwdin analysis, given in e for atoms 1 to 5: C -0.053; O -0.091; C -0.264; C 0.013; C -0.039

=====

C33H36BF3FeO2 as an isolated structure in a non-equilibrium geometry, computed with ωB97M-V with the def2-TZVPD basis set.

Cartesian coordinates (Å):
C: -3.0134 -3.1715 0.3102
C: -2.5318 -1.7450 0.1216
C: -3.5037 -1.1366 -0.8775
C: -2.3918 -0.9175 1.5087
C: -3.1383 0.4155 1.5687
C: -2.8367 -1.7047 2.7316
O: -1.0028 -0.6039 1.5932
B: -0.4550 -0.7900 0.2826
C: 1.1431 -1.4300 0.4607
C: 1.8785 -1.2840 1.6339
C: 3.2717 -1.4278 1.6174
C: 3.8919 -1.8309 0.4427
C: 5.3936 -1.9260 0.4112
F: 5.8507 -2.7936 -0.5400
F: 5.9603 -0.7056 0.1280
F: 5.9153 -2.3223 1.6146
C: 3.1553 -2.1086 -0.7002
C: 1.7637 -1.9378 -0.6748
C: 0.1151 -3.4195 1.7412
C: -0.1928 -4.4481 0.8400
C: 1.1047 -4.4137 1.6810
O: -1.2216 -1.7569 -0.4461
H: -4.0508 -3.1481 0.6673
H: -2.9906 -3.6624 -0.6705
H: -2.4063 -3.7555 1.0034
H: -4.2616 -0.5202 -0.3889
H: -2.9743 -0.5431 -1.6160
H: -4.0278 -1.9400 -1.4036
H: -4.2212 0.2529 1.5956
H: -2.8539 0.9619 2.4826
H: -2.9017 1.0666 0.7216
H: -3.9240 -1.8257 2.6988
H: -2.3822 -2.6946 2.8016
H: -2.5817 -1.1541 3.6410
H: 1.4048 -1.0279 2.5765
H: 3.8741 -1.2088 2.4971
H: 3.6620 -2.4146 -1.6134
H: 1.1820 -2.1304 -1.5724
H: -0.3504 -2.8006 2.4814
H: -0.8594 -5.2825 1.0633
H: -0.1235 -4.2056 -0.2169
H: 2.0106 -4.1557 1.1430
H: 1.2081 -5.1885 2.4334
C: -0.4002 3.0902 -4.0469
C: 0.7576 2.8208 -3.2167
C: 0.9314 3.9457 -2.3108
C: -0.1196 4.9106 -2.5931
C: -0.9390 4.3784 -3.6663
Fe: -0.8538 3.1354 -2.1375
C: -2.3256 3.5397 -0.8843
C: -2.7673 2.6854 -1.9654
C: -1.9355 1.4999 -1.9687
C: -1.0035 1.5877 -0.8564
C: 0.0312 0.5299 -0.4760
C: 1.1676 1.2563 0.2342
C: 2.3769 1.4767 -0.4345
C: 3.4789 1.9844 0.2607
C: 3.3062 2.4199 1.5804
C: 2.0794 2.2861 2.2367
C: 1.0113 1.6740 1.5639
C: -1.2384 2.8661 -0.2086
H: -0.7544 2.4508 -4.8557
H: 1.4181 1.9676 -3.3068
H: 1.7422 4.0688 -1.6074
H: -0.2146 5.8848 -2.1305
H: -1.7664 4.8894 -4.1537
H: -2.7820 4.4719 -0.5572
H: -3.6282 2.8605 -2.6133
H: -1.9993 0.6569 -2.6489
H: 0.4575 0.1531 -1.4167
H: 2.4922 1.1505 -1.4748
H: 4.4491 2.0240 -0.2529
H: 4.1648 2.8291 2.1221
H: 1.9408 2.6288 3.2681
H: 0.0590 1.4811 2.0637
H: -0.7249 3.2308 0.6795

- energy relative to the best compared isomer or geometry (same formula, charge and spin) (eV) = 3.288
- max |F| (Eh/bohr) = 0.07686
- multiplicity = 5
- HOMO-LUMO gap (spin up / spin down) (eV) = 4.79 / 5.22

Atom charges from the Löwdin analysis, given in e for atoms 1 to 5: C -0.032; C -0.429; C -0.003; C -0.438; C -0.016

=====

C33H36BrFeN2OS7 as an isolated structure, computed with ωB97M-V with the def2-TZVPD basis set.

Cartesian coordinates (Å):
Fe: 1.6530 0.2157 0.8112
S: 6.8696 -0.2053 -4.8276
C: 5.8267 -0.1995 -3.5396
S: 4.1462 -0.5317 -3.6792
C: 3.6719 -0.2729 -2.0079
C: 4.7104 0.1145 -1.1522
S: 4.5714 0.4833 0.4705
S: 6.2765 0.2608 -1.9463
S: 2.0546 -0.4788 -1.5948
S: 0.7541 -0.4597 3.9151
C: 1.8115 -1.5541 3.2105
N: 2.3293 -1.5072 1.9910
C: 3.1204 -2.6145 1.7142
C: 3.7502 -2.8910 0.5018
C: 4.5058 -4.0432 0.3701
C: 4.6455 -4.9405 1.4284
C: 4.0114 -4.6908 2.6351
C: 3.2530 -3.5362 2.7655
S: 2.3230 -2.9831 4.1206
H: 3.6278 -2.2108 -0.3259
H: 4.9926 -4.2480 -0.5759
H: 5.2414 -5.8370 1.3064
H: 4.0975 -5.3867 3.4612
C: -6.0815 -2.7374 0.6584
C: -5.1514 -2.8804 -0.5551
C: -5.8111 -2.2138 -1.7709
C: -4.9957 -4.3708 -0.8580
C: -3.8100 -2.2109 -0.2632
C: -2.6037 -2.8872 -0.2776
C: -1.4187 -2.2189 -0.0125
Br: 0.1860 -3.2327 -0.0471
C: -1.3426 -0.8434 0.2782
O: -0.2202 -0.2320 0.4784
C: -2.5993 -0.1527 0.3214
C: -3.7632 -0.8477 0.0451
C: -2.6423 1.3257 0.7157
C: -4.0622 1.8991 0.6631
C: -2.1424 1.4673 2.1606
C: -1.7789 2.1741 -0.2284
H: -7.0490 -3.2110 0.4611
H: -6.2597 -1.6884 0.8989
H: -5.6359 -3.2082 1.5367
H: -6.7817 -2.6735 -1.9853
H: -5.1752 -2.3165 -2.6524
H: -5.9695 -1.1484 -1.5984
H: -5.9768 -4.8101 -1.0588
H: -4.5520 -4.9040 -0.0151
H: -4.3655 -4.5355 -1.7341
H: -2.5480 -3.9447 -0.4953
H: -4.6996 -0.3056 0.0736
H: -4.7374 1.3869 1.3536
H: -4.4874 1.8477 -0.3433
H: -4.0227 2.9508 0.9567
H: -2.8174 0.9444 2.8446
H: -2.1037 2.5232 2.4447
H: -1.1484 1.0446 2.2781
H: -2.1337 2.0804 -1.2597
H: -0.7362 1.8745 -0.1886
H: -1.8412 3.2272 0.0635
C: 0.9293 3.5040 -2.3717
N: 2.3339 3.8185 -2.1734
C: 3.0853 3.5031 -3.3721
C: 2.8805 3.0556 -1.0422
C: 2.2262 3.3676 0.2832
C: 2.1534 4.7187 0.6310
C: 1.5877 5.1206 1.8284
C: 1.1013 4.1464 2.6897
C: 1.1860 2.8061 2.3357
C: 1.7392 2.3471 1.1241
H: 0.5424 4.0767 -3.2189
H: 0.3613 3.7688 -1.4817
H: 0.7668 2.4308 -2.5710
H: 2.7162 4.0977 -4.2118
H: 3.0122 2.4369 -3.6498
H: 4.1415 3.7363 -3.2212
H: 3.9494 3.2918 -0.9877
H: 2.7932 1.9826 -1.2314
H: 2.5359 5.4563 -0.0682
H: 1.5326 6.1732 2.0872
H: 0.6558 4.4263 3.6398
H: 0.8040 2.0800 3.0413

- energy relative to the best compared isomer or geometry (same formula, charge and spin) (eV) = 0.000
- charge = -2
- max |F| (Eh/bohr) = 0.00692
- multiplicity = 6
- HOMO-LUMO gap (spin up / spin down) (eV) = 6.19 / 5.69

Atom charges from the Löwdin analysis, given in e for atoms 1 to 5: Fe 0.579; S 0.430; C -1.541; S 0.867; C -1.164

=====

Q: Number 3 is which compound?
A: C33H36BrFeN2OS7